Density functional theory data (the ωB97M-V functional and the def2-TZVPD basis) for a 2-piece molecular cluster, C6H4Cl2N2 overall.

```
14
C6H4Cl2N2 (the ωB97M-V functional and the def2-TZVPD basis)
C -1.9101 0.0417 -1.4422
C 0.2181 1.5758 1.0612
C 0.3541 -0.8510 1.2385
C -0.7535 1.3912 0.0387
C 0.7043 0.4450 1.7386
C -1.0205 0.0885 -0.3715
N -2.6524 -0.0849 -2.3211
N -0.4095 -0.9949 0.2052
Cl -1.2481 2.8069 -0.8249
Cl 2.6487 -3.0128 -2.2382
H 0.5295 2.6717 1.3074
H 0.7287 -1.8825 1.5834
H 1.3607 0.3707 2.5210
H 1.4501 -2.5654 -2.4961
```

Lowest unoccupied orbital energy in eV: -0.54
E in eV: -34310.676
HOMO-LUMO gap in eV: 9.6